{"formula": "C51H45N3O5OsPS", "method": "ωB97M-V/def2-TZVPD", "symbols": ["Os", "O", "C", "C", "C", "C", "C", "C", "C", "C", "C", "O", "C", "C", "C", "C", "C", "C", "C", "C", "C", "C", "C", "C", "N", "C", "C", "C", "C", "C", "C", "C", "C", "C", "C", "C", "C", "H", "H", "H", "H", "H", "H", "H", "H", "H", "H", "H", "H", "H", "H", "H", "H", "H", "H", "H", "H", "H", "H", "H", "H", "H", "H", "H", "N", "P", "C", "C", "C", "C", "C", "C", "C", "C", "C", "C", "C", "C", "C", "C", "C", "C", "C", "N", "H", "H", "H", "H", "H", "H", "H", "H", "H", "H", "H", "H", "H", "H", "H", "C", "S", "O", "O", "O", "H", "H", "H"], "xyz": [[0.621, -0.088, -0.852], [-0.074, -1.419, 0.249], [0.643, -2.545, 0.760], [2.069, -2.619, 0.195], [2.948, -1.451, 0.527], [4.120, -1.613, 1.247], [4.894, -0.504, 1.538], [4.459, 0.742, 1.122], [3.276, 0.854, 0.410], [2.741, 2.198, 0.016], [1.346, 2.435, 0.626], [0.394, 1.560, -0.003], [0.795, 3.816, 0.269], [0.199, 4.636, 1.222], [-0.379, 5.844, 0.850], [-0.375, 6.240, -0.478], [0.208, 5.421, -1.436], [0.787, 4.219, -1.065], [1.374, 2.183, 2.125], [0.383, 1.422, 2.729], [0.354, 1.271, 4.109], [1.320, 1.872, 4.899], [2.323, 2.626, 4.300], [2.347, 2.783, 2.925], [2.558, -0.239, 0.101], [-0.185, -3.742, 0.267], [0.383, -4.880, -0.291], [-0.422, -5.935, -0.710], [-1.797, -5.858, -0.584], [-2.370, -4.725, -0.020], [-1.569, -3.683, 0.409], [0.591, -2.490, 2.285], [-0.381, -1.713, 2.907], [-0.526, -1.740, 4.286], [0.302, -2.534, 5.063], [1.275, -3.311, 4.448], [1.412, -3.296, 3.069], [1.993, -2.726, -0.886], [2.554, -3.515, 0.567], [4.408, -2.601, 1.576], [5.813, -0.606, 2.100], [5.016, 1.638, 1.356], [2.666, 2.279, -1.065], [3.429, 2.970, 0.352], [0.182, 4.341, 2.262], [-0.832, 6.473, 1.604], [-0.826, 7.180, -0.767], [0.204, 5.713, -2.478], [1.198, 3.576, -1.834], [-0.372, 0.945, 2.115], [-0.432, 0.683, 4.565], [1.295, 1.756, 5.975], [3.081, 3.101, 4.909], [3.111, 3.409, 2.483], [1.452, -4.973, -0.416], [0.037, -6.816, -1.140], [-2.422, -6.677, -0.916], [-3.445, -4.659, 0.093], [-2.017, -2.809, 0.865], [-1.031, -1.087, 2.307], [-1.298, -1.141, 4.755], [0.187, -2.555, 6.138], [1.921, -3.942, 5.043], [2.149, -3.946, 2.615], [-2.512, -0.607, -2.407], [-1.600, 0.512, -1.548], [-1.836, 2.021, -2.530], [-2.973, 2.814, -2.366], [-3.217, 3.875, -3.225], [-2.339, 4.146, -4.264], [-1.223, 3.344, -4.452], [-0.972, 2.285, -3.593], [-2.535, 0.746, -0.008], [-3.108, -0.387, 0.566], [-3.755, -0.301, 1.790], [-3.836, 0.920, 2.446], [-3.264, 2.052, 1.880], [-2.607, 1.967, 0.661], [-2.170, -1.912, -2.770], [-3.108, -2.706, -3.440], [-2.738, -3.987, -3.790], [-1.460, -4.439, -3.468], [-0.618, -3.569, -2.799], [-0.963, -2.333, -2.449], [-3.397, -0.279, -2.770], [-3.678, 2.607, -1.573], [-4.098, 4.487, -3.084], [-2.534, 4.972, -4.936], [-0.548, 3.535, -5.275], [-0.108, 1.662, -3.759], [-3.056, -1.335, 0.043], [-4.201, -1.184, 2.227], [-4.349, 0.990, 3.396], [-3.320, 3.003, 2.392], [-2.129, 2.846, 0.248], [-4.092, -2.318, -3.676], [-3.437, -4.628, -4.311], [-1.131, -5.436, -3.723], [0.393, -3.870, -2.523], [3.727, -0.165, -3.412], [1.970, -0.139, -3.322], [1.434, -0.241, -4.634], [1.552, 1.067, -2.549], [1.586, -1.238, -2.366], [4.032, 0.538, -4.184], [4.021, -1.175, -3.689], [4.136, 0.107, -2.442]], "mulliken_charge": [0.346, 0.562, 3.532, -2.576, -0.448, -0.656, -1.302, -0.683, 0.260, -1.633, 2.027, 0.603, -0.230, -0.357, -1.044, -0.838, -0.581, -0.236, -0.482, 0.708, -0.819, -0.890, -1.057, 0.268, 0.939, 0.145, -0.219, -1.050, -0.749, -1.065, -0.362, -0.468, 0.409, -0.800, -0.957, -1.044, -0.593, 0.475, 1.559, 0.592, 0.455, 0.577, 0.660, 0.615, 0.444, 0.444, 0.424, 0.466, 0.035, -0.259, 0.532, 0.437, 0.483, 0.483, 0.415, 0.444, 0.427, 0.458, 0.717, -0.131, 0.726, 0.449, 0.462, 0.496, 0.620, 1.072, 0.619, -0.485, -0.838, -0.682, -0.883, -0.651, 0.681, -1.327, -0.501, -1.054, -0.698, -0.486, 0.189, -0.984, -0.687, -1.251, -0.421, 0.599, 0.343, 0.451, 0.471, 0.439, 0.445, 0.436, 0.637, 0.512, 0.435, 0.465, 0.419, 0.476, 0.420, 0.528, 0.729, -1.025, 1.565, -0.663, -0.779, -0.690, 0.420, 0.395, 0.198], "total_charge": 1, "de_lowest_kj_mol": 59.3, "homo_energy_ev": -10.55, "total_energy_ha": -3341.02673}